(1)
Formula: C38H30CuN3O4Sb
Source: the Open Molecules 2025 dataset
Level of theory: ωB97M-V/def2-TZVPD

```
77
Properties=species:S:1:pos:R:3:lowdin_charge:R:1
Sb -0.255 -0.379 0.918 1.623
Cu 1.751 0.699 -0.810 0.569
O 0.603 0.526 -2.871 -0.013
O 1.370 2.436 -0.134 -0.129
O -0.808 1.937 0.130 -0.131
O -0.573 1.080 -4.906 0.024
N 2.309 -0.848 -1.707 -0.112
N 3.331 0.327 0.374 0.036
N 1.781 -1.432 -2.778 0.073
C 0.872 -0.611 -3.341 -0.377
C -0.619 -0.213 -5.260 -0.298
C -3.373 -2.681 -1.196 -0.074
C -1.441 -0.734 -6.226 -0.011
C -0.764 -3.008 -5.666 -0.092
C -2.299 -0.192 3.260 -0.118
C -1.232 2.068 4.440 -0.094
C -2.211 1.370 5.087 -0.103
C -4.517 -1.913 -1.067 -0.102
C 0.587 -2.542 2.968 -0.130
C -0.697 1.559 3.270 -0.131
C -4.458 -0.703 -0.437 -0.094
C 0.193 -2.472 -4.802 -0.031
C -0.090 4.216 0.342 -0.123
C -1.372 4.745 0.551 -0.006
C 4.025 -0.761 -0.058 -0.214
C -1.561 6.142 0.589 -0.065
C -2.141 -2.182 -0.709 -0.107
C 3.628 0.908 1.539 -0.099
C -2.738 0.225 4.507 -0.079
C 4.653 0.464 2.311 -0.051
C 0.913 -3.830 3.467 -0.081
C -1.159 0.381 2.724 -0.352
C 0.153 2.751 0.137 -0.573
C 0.847 -3.308 0.679 -0.140
C 5.409 -0.613 1.883 -0.046
C 3.390 -1.393 -1.214 -0.046
C -1.588 -2.110 -6.314 -0.086
C 0.733 6.503 -0.058 -0.079
C 0.496 -2.340 1.610 -0.368
C 0.959 5.123 0.060 -0.011
C 5.093 -1.246 0.702 -0.002
C 1.174 -4.833 2.560 -0.126
C 1.162 -4.582 1.209 -0.097
C -3.273 -0.190 0.074 -0.124
C -0.521 7.006 0.237 -0.093
C 0.178 -1.110 -4.548 -0.101
C -2.128 -0.961 -0.021 -0.330
H -0.754 -4.086 -5.861 0.103
H -1.266 -2.832 -0.746 0.074
H -5.326 -0.122 -0.239 0.096
H 1.964 4.722 -0.151 0.117
H -0.833 2.997 4.885 0.116
H -1.894 -0.016 -6.882 0.115
H 0.997 -4.005 4.541 0.102
H 6.291 -0.926 2.394 0.108
H -3.265 0.801 0.506 0.102
H -2.287 -2.496 -7.037 0.100
H -2.501 6.576 0.894 0.097
H 0.381 -1.707 3.623 0.081
H -3.402 -3.636 -1.732 0.105
H 0.125 2.056 2.785 0.085
H 1.387 -5.880 2.870 0.114
H 0.937 -3.068 -4.245 0.112
H -0.649 8.064 0.185 0.093
H -5.468 -2.233 -1.452 0.100
H 5.561 -2.185 0.412 0.123
H -0.084 1.121 -3.925 0.089
H -2.235 4.122 0.647 0.107
H 4.808 0.903 3.298 0.119
H -3.573 -0.248 4.991 0.099
H 1.369 -5.439 0.560 0.103
H 0.956 -3.108 -0.380 0.080
H -2.579 1.694 6.070 0.111
H 3.822 -2.262 -1.717 0.136
H -2.742 -1.032 2.722 0.106
H 2.986 1.732 1.836 0.122
H 1.483 7.212 -0.358 0.097
```

The calculation puts the gap between HOMO and LUMO (spin up / spin down) at 0.2401 / 0.2429 Ha. As for the HOMO energy (spin up / spin down): -7.62 / -7.67 eV. Its expectation value of S² is 0.7536. The net charge is 0. As for the spin multiplicity: 2.



(2)
Formula: C37H39N6O11STi
Source: the Open Molecules 2025 dataset
Level of theory: ωB97M-V/def2-TZVPD

```
95
Properties=species:S:1:pos:R:3:lowdin_charge:R:1
Ti 0.760 -0.269 -0.506 1.156
S 2.434 -3.044 0.720 0.447
O 1.494 -2.042 0.125 -0.470
O 2.421 -1.489 -3.085 -0.110
O -3.093 -1.108 -4.304 -0.103
O 5.475 -0.950 -1.267 0.136
O 3.378 -0.354 -0.812 0.076
O 2.895 -2.643 2.025 -0.300
O 0.985 0.644 4.334 -0.065
O -3.720 -0.462 -0.588 -0.086
O 2.780 1.985 -3.285 0.065
O 1.411 0.948 -1.876 -0.143
O 3.441 -3.418 -0.249 -0.304
N 0.388 -0.081 1.529 -0.052
N -1.929 0.331 -2.509 0.139
N -0.762 0.903 -0.576 0.072
N 3.384 0.845 1.796 0.161
N 1.468 1.820 0.933 0.085
N -2.725 2.076 -1.166 0.127
C 5.535 1.354 0.869 -0.122
C -4.292 0.591 0.053 -0.219
C -2.282 0.424 2.961 -0.097
C -3.923 -1.761 -0.071 -0.054
C -1.943 1.670 2.578 -0.060
C 2.202 -0.276 -3.780 -0.097
C 2.838 1.727 0.972 -0.328
C 1.666 2.765 3.668 -0.025
C 1.638 -0.631 4.184 -0.059
C -5.406 2.838 1.258 -0.114
C -3.789 1.864 -0.270 -0.185
C -1.720 1.056 -1.363 -0.450
C 1.412 -4.465 0.974 -0.135
C -4.378 2.968 0.333 -0.050
C 3.590 2.491 0.057 -0.003
C -1.593 -0.823 2.785 -0.109
C -5.869 1.578 1.592 -0.108
C 1.593 3.977 2.924 -0.101
C 4.702 0.671 1.735 -0.139
C -1.465 -0.975 -2.604 -0.195
C -1.840 -3.105 -3.708 -0.043
C -0.679 2.183 2.070 -0.137
C 3.756 -1.724 -2.734 -0.103
C 0.587 4.327 2.068 -0.115
C 4.161 -0.944 -1.508 -0.468
C -5.312 0.459 0.981 -0.033
C 0.557 1.296 1.953 -0.353
C 1.117 1.561 3.349 -0.210
C -0.458 -1.500 -1.782 -0.088
C -0.851 -3.657 -2.891 -0.095
C 2.175 0.994 -2.920 -0.578
C -3.922 -1.892 -5.128 -0.096
C -2.134 -1.770 -3.565 -0.224
C -0.574 3.530 1.867 -0.075
C -0.188 -2.870 -1.976 -0.116
C 4.945 2.293 0.012 -0.070
C -0.453 -0.990 2.067 -0.191
H -4.410 -2.687 -4.556 0.094
H 3.092 3.161 -0.631 0.117
H 1.215 -0.377 -4.238 0.137
H -3.994 3.952 0.085 0.110
H -2.071 -1.721 3.157 0.085
H -2.794 0.525 -2.989 0.134
H -0.591 -4.704 -2.999 0.095
H -4.674 -1.221 -5.536 0.089
H 2.955 -0.136 -4.562 0.128
H -3.258 0.344 3.432 0.096
H 2.029 -0.769 3.183 0.042
H -4.963 -2.082 -0.200 0.090
H -2.355 -3.716 -4.436 0.095
H -5.668 -0.528 1.241 0.102
H -3.264 -2.413 -0.642 0.091
H 0.489 -4.161 1.460 0.059
H 0.911 -1.408 4.415 0.083
H -5.824 3.722 1.721 0.094
H -1.511 4.066 1.731 0.103
H 3.844 -2.777 -2.467 0.131
H 2.323 4.741 3.169 0.095
H 2.458 -0.667 4.905 0.089
H -3.647 -1.800 0.987 0.087
H -0.169 -2.013 1.827 0.095
H -2.249 2.935 -0.922 0.121
H 1.973 -5.141 1.614 0.064
H 1.201 -4.937 0.019 0.057
H 2.197 2.786 4.613 0.116
H 0.603 -3.325 -1.402 0.063
H 5.591 -0.445 -0.440 0.091
H -3.358 -2.342 -5.951 0.091
H 4.452 -1.500 -3.554 0.142
H 1.079 2.501 0.299 0.124
H -2.667 2.447 2.798 0.099
H 6.603 1.183 0.880 0.098
H 5.547 2.851 -0.695 0.109
H -6.659 1.454 2.321 0.094
H 5.103 -0.073 2.416 0.115
H 0.572 5.348 1.702 0.091
```

The calculation puts the gap between HOMO and LUMO at 0.2362 Ha. As for the HOMO energy: -4.01 eV. The net charge is -1.



(3)
Formula: C5H8O
Source: the Open Molecules 2025 dataset
Level of theory: ωB97M-V/def2-TZVPD

```
14
Properties=species:S:1:pos:R:3:lowdin_charge:R:1
O 1.466 1.725 -0.343 0.040
C -1.485 -0.589 0.209 -0.187
C 1.028 -0.407 0.175 -0.145
C -0.217 -0.606 -0.502 -0.330
C 1.858 0.727 0.188 -0.339
C -1.304 0.564 -0.627 -0.077
H -0.177 -1.319 -1.307 0.132
H -1.009 -0.571 1.472 0.153
H -2.284 -1.263 -0.070 0.101
H -1.930 0.763 -1.490 0.105
H 2.846 0.770 0.648 0.121
H 1.705 -1.254 0.126 0.113
H 0.426 -0.132 1.638 0.226
H -0.856 1.439 -0.188 0.087
```

The calculation puts the gap between HOMO and LUMO at 0.3579 Ha. As for the HOMO energy: -9.53 eV. The net charge is 0.



(4)
Formula: C19H30ClN2O4S
Source: the Open Molecules 2025 dataset
Level of theory: ωB97M-V/def2-TZVPD

```
57
Properties=species:S:1:pos:R:3:lowdin_charge:R:1
Cl -0.375 -3.338 -3.742 0.567
S -2.410 1.133 -1.201 0.938
O 3.182 0.724 2.825 0.144
O 0.163 3.225 0.019 -0.034
O -0.199 5.059 -1.172 0.162
O 2.134 -1.235 3.126 0.127
N 2.933 -3.784 1.452 0.039
N 0.124 -0.390 0.407 0.090
C 1.263 -1.144 0.452 -0.095
C -2.068 -3.151 -3.204 -0.553
C 2.548 -0.501 0.879 0.004
C -1.184 -2.259 -0.269 -0.111
C -1.096 -0.921 0.085 -0.154
C -3.136 2.651 -0.505 -0.488
C 0.610 4.327 -0.689 -0.457
C 0.208 1.041 0.773 -0.059
C 0.678 1.959 -0.351 -0.171
C 2.866 4.132 0.537 -0.070
C 2.422 -3.399 0.141 -0.205
C -2.329 -3.877 -1.885 -0.250
C -3.647 2.577 0.925 -0.135
C -0.018 -3.012 -0.235 0.071
C 2.668 -0.260 2.377 -0.524
C 1.212 -2.482 0.131 -0.106
C 2.099 4.539 -0.736 -0.129
C -2.483 -2.909 -0.706 -0.135
C -2.322 -0.063 0.164 -0.400
H -4.414 1.812 1.033 0.081
H -1.566 -4.628 -1.706 0.087
H 3.385 -1.111 0.544 0.135
H 2.691 0.484 0.453 0.113
H 0.261 1.629 -1.303 0.110
H -3.268 -4.425 -1.967 0.120
H 3.385 3.182 0.414 0.064
H -2.908 -3.450 0.142 0.138
H -2.402 3.450 -0.597 0.053
H 2.469 3.940 -1.574 0.127
H -2.246 -2.082 -3.104 0.067
H -3.214 -2.165 -1.010 0.105
H -2.700 -3.523 -4.004 0.075
H -2.336 0.428 1.134 0.080
H -3.963 2.900 -1.167 0.072
H 0.829 1.160 1.656 0.136
H -3.199 -0.698 0.136 0.073
H 1.763 1.989 -0.444 0.102
H -0.045 -4.058 -0.501 0.127
H 3.237 -2.972 -0.441 0.126
H -0.778 1.387 1.051 0.099
H 2.203 4.027 1.392 0.083
H 2.108 -4.314 -0.361 0.117
H 2.144 -0.921 4.045 0.149
H 2.268 5.577 -1.000 0.124
H 3.628 4.870 0.768 0.081
H 3.525 -3.070 1.858 0.061
H -2.841 2.338 1.620 0.060
H -4.039 3.544 1.228 0.088
H 2.177 -3.942 2.107 0.080
```

The calculation puts the gap between HOMO and LUMO at 0.2889 Ha. As for the HOMO energy: -11.83 eV. The SMILES is CCSCc1c(CCCCl)cc(CN)c(CC(=O)O)[n+]1CCOC(=O)CC. The net charge is +1.



Ordered relative energy (zero: lowest compared OMol25 entry of this formula, charge and spin) results: 34.30, 0.00, 114.07, 0.00; unit kcal per mole.
Ordered electronic energy results: -3811.9703, -3837.2991, -270.3761, -2010.6346; unit a.u..